This record from the OMol25 dataset describes a molecular structure, C32H41MoN11O2S. The level of theory is the ωB97M-V functional and the def2-TZVPD basis.

XYZ file:
```
88
C32H41MoN11O2S | the OMol25 dataset | the ωB97M-V functional and the def2-TZVPD basis
Mo 0.031 -0.019 0.461
N 5.404 0.408 -5.821
C 4.922 0.301 -4.563
C 4.142 -0.814 -4.187
C 3.648 -0.917 -2.913
C 3.915 0.087 -1.979
C 4.685 1.197 -2.333
C 5.185 1.301 -3.607
S 3.296 -0.028 -0.384
O 3.035 -1.390 -0.014
O 4.016 0.826 0.506
N 1.707 0.615 -0.465
C 1.500 1.977 -0.381
N 0.286 2.145 0.187
C -0.068 3.393 0.527
C 0.754 4.448 0.207
C 1.939 4.161 -0.465
N 2.335 2.920 -0.747
H 5.295 -0.341 -6.481
H 6.029 1.153 -6.070
H 3.957 -1.602 -4.907
H 3.085 -1.794 -2.619
H 4.893 1.959 -1.595
H 5.799 2.150 -3.877
H -0.999 3.521 1.055
H 0.485 5.463 0.461
H 2.605 4.958 -0.773
C -1.833 -3.071 -1.587
C -1.564 -1.854 -2.479
C -0.186 -1.231 -2.358
C -2.645 -0.800 -2.368
C -3.476 -0.634 -3.467
C -4.533 0.255 -3.438
C -4.758 0.990 -2.295
C -3.951 0.882 -1.160
C -4.357 1.816 -0.016
C -5.265 1.204 1.059
C -3.208 2.612 0.586
C -2.876 -0.030 -1.215
N -2.052 -0.234 -0.028
C -2.693 -0.644 1.046
C -2.065 -0.592 2.294
C -2.445 -0.932 3.591
C -1.365 -0.625 4.418
C -0.340 -0.112 3.616
N -0.769 -0.061 2.331
C 1.060 0.278 3.998
C 1.818 -0.965 4.490
C 1.766 0.854 2.782
C 1.018 1.336 5.112
H -1.082 -3.845 -1.751
H -2.806 -3.493 -1.836
H -1.846 -2.824 -0.525
H -1.615 -2.223 -3.506
H -0.158 -0.546 -1.481
H 0.033 -0.546 -3.177
H 0.621 -1.944 -2.230
H -3.296 -1.230 -4.353
H -5.176 0.372 -4.300
H -5.585 1.688 -2.271
H -4.980 2.558 -0.517
H -4.712 0.672 1.834
H -6.001 0.527 0.625
H -5.808 2.002 1.567
H -2.561 2.008 1.226
H -3.602 3.426 1.197
H -2.616 3.047 -0.220
H -3.713 -0.998 0.947
H -3.398 -1.343 3.887
H -1.321 -0.747 5.489
H 1.949 -1.697 3.690
H 1.295 -1.446 5.317
H 2.810 -0.675 4.838
H 1.642 0.167 1.905
H 2.849 0.884 2.891
H 1.410 1.848 2.518
H 0.571 0.928 6.019
H 0.439 2.209 4.807
H 2.031 1.659 5.355
N 1.420 -5.231 -0.074
N 0.949 -4.099 0.555
N 0.457 -4.123 1.779
C 0.049 -2.881 1.926
N 0.309 -2.156 0.817
N 0.872 -2.976 -0.058
H 1.500 -5.958 0.630
H 2.330 -5.031 -0.476
H -0.420 -2.507 2.821
```

Properties
- Net charge: +2
- Multiplicity: 3
- E: -67011.51709 eV
- HOMO (spin up / spin down): -0.469 / -0.469 Eh
- Energy relative to the best compared isomer or geometry (same formula, charge and spin): 66.1 kJ/mol